Entry 1:
Density functional theory data (the ωB97M-V functional and the def2-TZVPD basis) for a structure of composition C3H4O2.

The geometry in ORCA input format:
```
! wB97M-V def2-TZVPD RIJCOSX def2/J DEFGRID3
* xyz 0 1
C -1.173 -0.144 -0.091
C -0.068 0.789 -0.025
C 0.848 -0.429 -0.006
H 0.093 1.056 1.024
H 0.000 1.865 -0.727
H 1.412 -0.870 -0.937
H 1.649 -0.771 0.776
O -2.434 -0.311 0.018
O -0.326 -1.184 -0.032
*
```

HOMO energy = -10.5 eV
max |F| = 7.1 eV Å⁻¹
energy above the lowest of the compared OMol25 structures with the same formula, charge and spin = 240.5 kJ/mol

These are the Löwdin partial charges, in e, on atoms 1 to 8: -0.44 -0.07 -0.19 0.12 0.21 0.14 0.15 0.05

***

Entry 2:
Density functional theory data (the ωB97M-V functional and the def2-TZVPD basis) for a structure of composition C3H4O2.

The geometry in ORCA input format:
```
! wB97M-V def2-TZVPD RIJCOSX def2/J DEFGRID3
* xyz 0 1
C 0.983 0.797 -0.468
C 0.209 -0.548 -0.035
C -1.241 -0.242 0.452
H 1.366 0.978 -1.798
H 0.243 -1.500 -0.925
H 0.859 -0.965 1.017
H -1.407 0.785 0.997
O 1.233 1.560 0.615
O -2.244 -0.865 0.144
*
```

HOMO energy = -10.2 eV
max |F| = 8.6 eV Å⁻¹
energy above the lowest of the compared OMol25 structures with the same formula, charge and spin = 389.5 kJ/mol

These are the Löwdin partial charges, in e, on atoms 1 to 8: -0.17 -0.17 -0.29 0.20 0.18 0.19 0.15 -0.10

***

Entry 3:
Density functional theory data (the ωB97M-V functional and the def2-TZVPD basis) for the molecule C3H4O2.

The geometry in ORCA input format:
```
! wB97M-V def2-TZVPD RIJCOSX def2/J DEFGRID3
* xyz 0 1
C 0.534 0.320 -1.891
C -0.182 0.585 -0.745
C -0.112 -0.183 0.463
O 0.464 -1.260 0.548
O -0.634 0.318 1.615
H 0.679 1.103 -2.619
H 1.113 -0.588 -2.102
H -0.640 1.597 -0.875
H -1.230 1.089 1.327
*
```

HOMO energy = -10.5 eV
max |F| = 4.8 eV Å⁻¹
energy above the lowest of the compared OMol25 structures with the same formula, charge and spin = 85.4 kJ/mol

These are the Löwdin partial charges, in e, on atoms 1 to 8: 0.08 -0.09 -0.56 0.09 0.08 0.06 0.08 0.11

***

Entry 4:
Density functional theory data (the ωB97M-V functional and the def2-TZVPD basis) for the molecule C3H4O2.

The geometry in ORCA input format:
```
! wB97M-V def2-TZVPD RIJCOSX def2/J DEFGRID3
* xyz 0 1
C -0.156 0.350 -0.041
C -1.210 0.176 -1.015
C 1.355 0.164 -0.139
O 2.158 1.074 -0.178
O 1.726 -1.119 -0.320
H -0.242 1.244 0.841
H -0.652 -0.624 0.343
H -2.172 0.508 -0.630
H 2.662 -1.036 -0.689
*
```

HOMO energy = -9.0 eV
max |F| = 4.3 eV Å⁻¹
energy above the lowest of the compared OMol25 structures with the same formula, charge and spin = 410.0 kJ/mol

These are the Löwdin partial charges, in e, on atoms 1 to 8: -0.25 0.11 -0.54 0.09 0.08 0.18 0.15 0.01

***

Please write out number 2 again, unchanged.
Density functional theory data (the ωB97M-V functional and the def2-TZVPD basis) for a structure of composition C3H4O2.

The geometry in ORCA input format:
```
! wB97M-V def2-TZVPD RIJCOSX def2/J DEFGRID3
* xyz 0 1
C 0.983 0.797 -0.468
C 0.209 -0.548 -0.035
C -1.241 -0.242 0.452
H 1.366 0.978 -1.798
H 0.243 -1.500 -0.925
H 0.859 -0.965 1.017
H -1.407 0.785 0.997
O 1.233 1.560 0.615
O -2.244 -0.865 0.144
*
```

HOMO energy = -10.2 eV
max |F| = 8.6 eV Å⁻¹
energy above the lowest of the compared OMol25 structures with the same formula, charge and spin = 389.5 kJ/mol

These are the Löwdin partial charges, in e, on atoms 1 to 8: -0.17 -0.17 -0.29 0.20 0.18 0.19 0.15 -0.10